Computed, not measured: a 3-piece molecular cluster, Cl2H2N2S2 overall in a non-equilibrium geometry, with ωB97M-V/def2-TZVPD.

Results
HOMO = -8.5 eV
Spin multiplicity = 1
HOMO-LUMO gap = 7.82 eV
Charge = 0
SMILES string = S=NN=S.Cl.Cl

Last column: natural (NBO) charge in e.
Positions of all 8 atoms, in Å:
N  -0.30  -0.79  -1.55  -0.15
N  -0.94  -1.69  -1.94  -0.15
S  0.59  0.45  -1.52  0.15
S  -1.81  -2.94  -1.95  0.15
Cl  0.14  -4.08  0.90  -0.27
Cl  -1.50  3.53  -1.01  -0.26
H  -0.55  4.15  -1.60  0.26
H  0.72  -3.91  2.03  0.26

Computed, not measured: a 2-piece molecular cluster, Cl2H3PSi overall in a non-equilibrium geometry, with ωB97M-V/def2-TZVPD.

Results
HOMO = -9.0 eV
Spin multiplicity = 1
HOMO-LUMO gap = 8.36 eV
Charge = 0
SMILES string = [H]/P=[SiH]/Cl.Cl

Last column: natural (NBO) charge in e.
Positions of all 7 atoms, in Å:
Si  0.19  -1.04  -0.02  0.86
P  0.13  0.08  1.72  -0.31
Cl  -1.06  2.58  -0.43  -0.31
Cl  -0.39  -0.35  -1.98  -0.39
H  0.55  -2.38  -0.38  -0.16
H  -0.42  1.87  -1.41  0.29
H  1.01  -0.76  2.50  0.02

Computed, not measured: Cl2H4Si2 as an isolated structure in a non-equilibrium geometry, with ωB97M-V/def2-TZVPD.

Results
HOMO = -9.7 eV
Spin multiplicity = 1
HOMO-LUMO gap = 8.55 eV
Charge = 0

Last column: natural (NBO) charge in e.
Positions of all 8 atoms, in Å:
Si  1.16  0.15  -0.45  0.42
Si  -0.77  -0.49  0.67  0.97
Cl  -1.91  -1.93  -0.09  -0.32
Cl  -2.12  1.86  -0.19  -0.62
H  1.31  -0.64  -1.68  -0.11
H  1.13  1.58  -0.74  -0.08
H  2.31  -0.17  0.40  -0.13
H  -1.11  -0.36  2.08  -0.14

Computed, not measured: Cl2HPS2 as an isolated structure in a non-equilibrium geometry, with ωB97M-V/def2-TZVPD.

Results
Expectation value of S² = 2.028
HOMO (alpha / beta) = -6.9 / -8.8 eV
Spin multiplicity = 3
HOMO-LUMO gap (alpha / beta) = 6.25 / 5.06 eV
Charge = 0

Last column: natural (NBO) charge in e.
Positions of all 6 atoms, in Å:
P  -0.66  -1.92  -0.42  0.56
S  1.21  1.92  1.45  0.24
S  -1.97  -0.95  -1.39  -0.44
Cl  1.03  -2.11  -1.57  -0.34
Cl  0.28  0.32  0.72  -0.16
H  0.10  2.73  1.21  0.14

Computed, not measured: Cl2I5O8Y as an isolated structure in a non-equilibrium geometry, with ωB97M-V/def2-TZVPD.

Results
HOMO = 4.2 eV
Spin multiplicity = 1
HOMO-LUMO gap = 3.39 eV
Charge = -4

Last column: Löwdin charge in e.
Positions of all 16 atoms, in Å:
Y  -1.14  -1.48  1.56  0.14
I  -0.17  -3.43  -0.66  -0.29
I  4.00  -0.69  1.83  -0.77
I  -0.10  1.47  2.77  -0.36
I  -3.76  -1.26  2.83  -0.27
I  0.15  -3.11  3.70  -0.36
Cl  -1.97  0.76  -1.11  0.63
O  -1.27  1.80  -0.61  -0.29
O  -1.72  -0.41  0.11  -0.72
O  -3.29  0.89  -1.16  -0.25
O  -1.41  0.27  -2.24  -0.25
Cl  2.09  1.04  -1.37  0.57
O  1.96  1.37  -2.78  -0.45
O  1.70  2.21  -0.64  -0.40
O  1.41  -0.15  -1.07  -0.42
O  3.52  0.71  -1.15  -0.52

Computed, not measured: Cl2O4Rb as an isolated structure in a non-equilibrium geometry, with ωB97M-V/def2-TZVPD.

Results
Expectation value of S² = 0.752
HOMO (alpha / beta) = -8.7 / -8.7 eV
Spin multiplicity = 2
HOMO-LUMO gap (alpha / beta) = 7.53 / 2.25 eV
Charge = 0

Last column: natural (NBO) charge in e.
Positions of all 7 atoms, in Å:
Rb  -0.12  2.17  1.61  0.99
Cl  0.77  3.65  3.99  0.00
Cl  -0.11  -1.17  -1.16  2.57
O  1.14  -0.84  -1.59  -0.85
O  -0.15  -2.58  -0.93  -0.86
O  -0.30  -0.41  0.12  -1.00
O  -1.23  -0.83  -2.04  -0.85

Computed, not measured: one molecule with the formula Cl2OS in a non-equilibrium geometry, with ωB97M-V/def2-TZVPD.

Results
HOMO = -9.7 eV
Spin multiplicity = 1
HOMO-LUMO gap = 7.57 eV
Charge = 0

Last column: natural (NBO) charge in e.
Positions of all 4 atoms, in Å:
O  -1.69  0.08  -0.24  -0.70
S  1.57  1.01  0.21  0.15
Cl  2.65  -0.63  -0.18  -0.11
Cl  -0.31  -0.28  0.30  0.67

Computed, not measured: Cl3FO12Sr as an isolated structure in a non-equilibrium geometry, with ωB97M-V/def2-TZVPD.

Results
HOMO = -3.8 eV
Spin multiplicity = 1
HOMO-LUMO gap = 7.91 eV
Charge = -2

Last column: Löwdin charge in e.
Positions of all 17 atoms, in Å:
Sr  -28.00  -9.39  2.70  1.57
F  -26.97  -10.71  0.74  -0.80
Cl  -29.37  -8.39  5.92  0.64
O  -28.78  -9.65  5.36  -0.50
O  -30.13  -8.75  7.01  -0.29
O  -28.14  -7.67  6.10  -0.35
O  -30.22  -7.94  4.82  -0.40
Cl  -30.34  -12.12  3.08  0.63
O  -30.58  -10.85  2.45  -0.43
O  -31.24  -12.41  4.19  -0.34
O  -30.25  -13.22  2.10  -0.37
O  -29.01  -12.04  3.49  -0.41
Cl  -24.64  -10.55  4.43  0.57
O  -25.33  -11.50  5.05  -0.29
O  -23.82  -11.04  3.38  -0.34
O  -25.54  -9.61  3.90  -0.46
O  -23.88  -9.85  5.54  -0.41

Computed, not measured: a 2-piece molecular cluster, Cl3HN2 overall in a non-equilibrium geometry, with ωB97M-V/def2-TZVPD.

Results
HOMO (alpha / beta) = -9.8 / -9.7 eV
Spin multiplicity = 1
HOMO-LUMO gap (alpha / beta) = 8.90 / 8.44 eV
Charge = 0

Last column: natural (NBO) charge in e.
Positions of all 6 atoms, in Å:
N  0.39  -1.05  0.60  -0.52
N  0.04  1.18  -0.23  -0.41
Cl  -1.12  -1.63  0.39  0.21
Cl  -1.23  0.75  -1.21  0.21
Cl  1.49  1.33  -1.07  0.18
H  0.43  -0.58  1.52  0.33

Computed, not measured: Cl3HNOP as an isolated structure in a non-equilibrium geometry, with ωB97M-V/def2-TZVPD.

Results
HOMO (alpha / beta) = -9.4 / -10.5 eV
Spin multiplicity = 1
HOMO-LUMO gap (alpha / beta) = 7.79 / 8.14 eV
Charge = 0

Last column: natural (NBO) charge in e.
Positions of all 7 atoms, in Å:
N  -1.59  0.21  1.79  -0.56
O  0.75  -0.35  -2.47  -0.98
P  0.80  -0.33  -1.02  1.43
Cl  -0.90  1.12  0.66  0.29
Cl  1.97  1.13  -0.41  -0.26
Cl  1.70  -2.02  -0.32  -0.26
H  -2.73  0.25  1.76  0.34

Computed, not measured: a 2-piece molecular cluster, Cl3HOSi overall in a non-equilibrium geometry, with ωB97M-V/def2-TZVPD.

Results
HOMO = -11.1 eV
Spin multiplicity = 1
HOMO-LUMO gap = 10.64 eV
Charge = 0
SMILES string = O=[Si](Cl)Cl.Cl

Last column: natural (NBO) charge in e.
Positions of all 6 atoms, in Å:
O  -0.10  -0.41  -1.57  -1.15
Si  -0.76  0.46  -0.56  1.82
Cl  0.10  2.08  0.34  -0.37
Cl  1.40  -1.00  1.33  -0.24
Cl  -2.61  0.76  -0.29  -0.32
H  1.98  -1.89  0.75  0.26

Computed, not measured: Cl3O2PS as an isolated structure in a non-equilibrium geometry, with ωB97M-V/def2-TZVPD.

Results
HOMO = -10.2 eV
Spin multiplicity = 1
HOMO-LUMO gap = 9.71 eV
Charge = 0

Last column: natural (NBO) charge in e.
Positions of all 7 atoms, in Å:
O  2.65  0.01  -0.02  -0.84
O  0.39  0.09  -1.00  -1.02
P  -1.23  0.39  -0.90  1.13
S  1.40  -0.76  -0.14  1.57
Cl  -1.61  1.83  0.53  -0.28
Cl  -1.82  -1.30  0.02  -0.28
Cl  0.23  -0.26  1.50  -0.28

Asked for molecular weight across the records above, the calculation gives 165.1; 133.0; 131.1; 167.0; 922.3; 220.4; 119.0; 405.0; 135.4; 168.3; 151.5; 201.4 u in order.
Asked for electronic energy across the records above, the calculation gives -49725.3304; -42259.5007; -40865.0406; -56017.5126; -82957.4119; -33880.6196; -37923.1032; -65672.0309; -40557.9998; -50407.5814; -47511.1702; -61786.4979 eV in order.